Entry 1:
Molecular formula: C22H32AsClCrF4N3O2Te
Method: DFT, ωB97M-V with the def2-TZVPD basis set

Positions of all 67 atoms, in Å:
1 Cr -0.175 0.654 -0.528
2 C -2.611 -0.505 -2.044
3 N -2.305 0.187 -0.783
4 C -3.155 1.387 -0.708
5 C -2.628 -0.715 0.347
6 C -1.924 -0.312 1.637
7 N -0.546 0.019 1.316
8 C 0.317 0.434 2.263
9 C 1.541 0.984 1.835
10 F 1.753 1.021 0.466
11 C 2.484 1.535 2.659
12 F 3.603 2.047 2.112
13 C 2.305 1.548 4.026
14 C 1.142 0.963 4.500
15 F 0.936 0.921 5.821
16 C 0.191 0.408 3.670
17 F -0.892 -0.160 4.237
18 H -3.644 -0.874 -2.050
19 H -1.937 -1.352 -2.180
20 H -2.479 0.179 -2.879
21 H -4.213 1.104 -0.769
22 H -2.917 2.055 -1.535
23 H -2.987 1.915 0.226
24 H -2.302 -1.714 0.063
25 H -3.712 -0.744 0.507
26 H -2.001 -1.141 2.346
27 H -2.416 0.556 2.091
28 H 3.033 1.988 4.690
29 Te 0.213 1.672 -2.900
30 C -0.073 0.406 -4.578
31 C -0.306 0.994 -5.819
32 C -0.435 0.216 -6.958
33 C -0.333 -1.167 -6.876
34 C -0.106 -1.760 -5.643
35 C 0.016 -0.979 -4.503
36 H -0.374 2.073 -5.886
37 H -0.617 0.690 -7.915
38 H -0.421 -1.770 -7.771
39 H -0.021 -2.838 -5.571
40 H 0.206 -1.447 -3.545
41 N 5.285 0.524 -0.519
42 C 5.264 0.633 -1.981
43 C 3.868 0.285 -2.514
44 O 3.496 0.530 -3.625
45 O 3.112 -0.354 -1.608
46 H 6.219 0.374 -0.164
47 H 3.690 -0.417 -0.812
48 H 4.926 1.369 -0.087
49 H 5.947 -0.102 -2.409
50 H 5.539 1.615 -2.371
51 C -0.441 -3.293 0.114
52 As 0.727 -1.905 -0.652
53 C 1.577 -3.129 -1.937
54 C 2.026 -2.080 0.811
55 H 0.166 -4.170 0.343
56 H -1.234 -3.591 -0.572
57 H -0.882 -2.935 1.044
58 H 2.014 -3.969 -1.397
59 H 2.342 -2.628 -2.524
60 H 0.818 -3.517 -2.618
61 H 2.590 -3.003 0.682
62 H 1.464 -2.139 1.742
63 H 2.725 -1.252 0.889
64 Cl -1.145 3.075 1.555
65 C -0.394 2.704 -0.050
66 H 0.588 3.181 0.003
67 H -0.984 3.305 -0.740

Multiplicity: 2
DFT total energy (eV): -151841.6569
Orbital gap (alpha / beta) (eV): 5.873 / 6.909
Energy above the lowest of the compared OMol25 structures with the same formula, charge and spin (kJ/mol): 59.1
HOMO (alpha / beta) (eV): -6.7 / -6.9
Lowest unoccupied orbital energy (alpha / beta) (eV): -0.856 / 0.058
Maximum force (eV/A): 1.19

Okay, here come the Mulliken numbers, in e, for every atom: number 1, Cr, carries 0.142; number 2, C, carries -1.251; number 3, N, carries 1.029; number 4, C, carries -1.334; number 5, C, carries -1.092; number 6, C, carries -1.231; number 7, N, carries 1.378; number 8, C, carries -0.695; number 9, C, carries 0.453; number 10, F, carries -0.358; number 11, C, carries 0.070; number 12, F, carries -0.305; number 13, C, carries -0.665; number 14, C, carries 0.220; number 15, F, carries -0.329; number 16, C, carries 0.219; number 17, F, carries -0.350; number 18, H, carries 0.306; number 19, H, carries 0.267; number 20, H, carries 0.360; number 21, H, carries 0.344; number 22, H, carries 0.203; number 23, H, carries 0.389; number 24, H, carries 0.161; number 25, H, carries 0.440; number 26, H, carries 0.489; number 27, H, carries 0.579; number 28, H, carries 0.508; number 29, Te, carries 0.277; number 30, C, carries -0.174; number 31, C, carries -0.592; number 32, C, carries -0.593; number 33, C, carries -0.468; number 34, C, carries -0.607; number 35, C, carries 0.432; number 36, H, carries 0.360; number 37, H, carries 0.368; number 38, H, carries 0.373; number 39, H, carries 0.391; number 40, H, carries -0.093; number 41, N, carries -0.582; number 42, C, carries -0.372; number 43, C, carries 0.234; number 44, O, carries -0.592; number 45, O, carries -0.296; number 46, H, carries 0.217; number 47, H, carries 0.222; number 48, H, carries 0.145; number 49, H, carries 0.333; number 50, H, carries 0.339; number 51, C, carries -1.507; number 52, As, carries 1.785; number 53, C, carries -1.362; number 54, C, carries -1.525; number 55, H, carries 0.463; number 56, H, carries 0.374; number 57, H, carries 0.402; number 58, H, carries 0.491; number 59, H, carries 0.281; number 60, H, carries 0.402; number 61, H, carries 0.577; number 62, H, carries 0.374; number 63, H, carries 0.184; number 64, Cl, carries -0.225; number 65, C, carries -1.133; number 66, H, carries 0.534; number 67, H, carries 0.616

=====

Entry 2:
Molecular formula: C22H32AsN2O2RbSi2
Method: DFT, ωB97M-V with the def2-TZVPD basis set

Positions of all 62 atoms, in Å:
1 Rb 1.063 0.699 -1.180
2 O 3.403 1.638 -2.023
3 C 3.387 2.533 -1.121
4 C 4.344 2.560 -0.055
5 C 4.287 3.492 0.952
6 C 3.288 4.474 0.982
7 C 2.344 4.476 -0.027
8 C 2.367 3.546 -1.067
9 C 1.441 3.617 -2.214
10 N 0.191 3.863 -2.264
11 C -0.563 4.030 -1.029
12 C -2.022 3.632 -1.224
13 N -2.173 2.209 -1.519
14 C -2.335 1.410 -0.546
15 C -2.392 1.726 0.911
16 C -3.584 2.022 1.549
17 C -3.629 2.269 2.919
18 C -2.436 2.195 3.637
19 C -1.237 1.891 3.024
20 C -1.155 1.642 1.624
21 O -0.070 1.368 1.011
22 H 5.113 1.795 -0.069
23 H 5.029 3.459 1.745
24 H 3.243 5.200 1.784
25 H 1.567 5.232 -0.023
26 H 1.921 3.389 -3.169
27 H -0.553 5.090 -0.744
28 H -0.130 3.464 -0.196
29 H -2.422 4.186 -2.078
30 H -2.580 3.917 -0.326
31 H -2.407 0.350 -0.810
32 H -4.497 2.059 0.960
33 H -4.565 2.503 3.411
34 H -2.445 2.377 4.709
35 H -0.316 1.833 3.594
36 C 1.557 -3.661 1.103
37 Si 1.658 -4.023 -0.755
38 C 1.546 -5.919 -0.871
39 C 3.432 -3.608 -1.274
40 As 0.209 -2.898 -2.152
41 Si -1.651 -3.016 -0.781
42 C -3.134 -2.449 -1.817
43 C -2.121 -4.756 -0.170
44 C -1.640 -1.959 0.790
45 H 2.405 -4.136 1.611
46 H 0.640 -4.069 1.538
47 H 1.576 -2.593 1.320
48 H 2.282 -6.400 -0.216
49 H 1.728 -6.242 -1.898
50 H 0.550 -6.268 -0.591
51 H 4.154 -4.217 -0.718
52 H 3.660 -2.556 -1.094
53 H 3.573 -3.794 -2.341
54 H -3.315 -3.160 -2.626
55 H -2.959 -1.472 -2.271
56 H -4.037 -2.384 -1.200
57 H -2.219 -5.446 -1.010
58 H -3.069 -4.725 0.380
59 H -1.358 -5.150 0.504
60 H -1.159 -0.985 0.680
61 H -1.119 -2.479 1.599
62 H -2.667 -1.780 1.130

Multiplicity: 1
Net charge: -2
DFT total energy (eV): -107661.1462
Orbital gap (eV): 5.276
Energy above the lowest of the compared OMol25 structures with the same formula, charge and spin (kJ/mol): 32.5
HOMO (eV): -1.1
Lowest unoccupied orbital energy (eV): 4.192
Maximum force (eV/A): 0.95

Okay, here come the Mulliken numbers, in e, for every atom: number 1, Rb, carries 0.849; number 2, O, carries -0.957; number 3, C, carries 0.032; number 4, C, carries -0.939; number 5, C, carries -0.258; number 6, C, carries -0.856; number 7, C, carries 0.044; number 8, C, carries 0.841; number 9, C, carries -0.283; number 10, N, carries -0.642; number 11, C, carries 0.080; number 12, C, carries -0.990; number 13, N, carries -0.533; number 14, C, carries -0.401; number 15, C, carries 0.335; number 16, C, carries -0.048; number 17, C, carries -0.692; number 18, C, carries -0.316; number 19, C, carries -1.159; number 20, C, carries 0.246; number 21, O, carries -0.399; number 22, H, carries 0.401; number 23, H, carries 0.326; number 24, H, carries 0.367; number 25, H, carries 0.302; number 26, H, carries 0.393; number 27, H, carries 0.192; number 28, H, carries 0.215; number 29, H, carries 0.482; number 30, H, carries 0.426; number 31, H, carries 0.184; number 32, H, carries 0.381; number 33, H, carries 0.362; number 34, H, carries 0.333; number 35, H, carries 0.400; number 36, C, carries -1.044; number 37, Si, carries 0.397; number 38, C, carries -1.146; number 39, C, carries -1.066; number 40, As, carries -0.261; number 41, Si, carries 0.469; number 42, C, carries -1.217; number 43, C, carries -1.131; number 44, C, carries -0.437; number 45, H, carries 0.392; number 46, H, carries 0.277; number 47, H, carries 0.197; number 48, H, carries 0.307; number 49, H, carries 0.287; number 50, H, carries 0.253; number 51, H, carries 0.284; number 52, H, carries 0.281; number 53, H, carries 0.282; number 54, H, carries 0.315; number 55, H, carries 0.293; number 56, H, carries 0.320; number 57, H, carries 0.260; number 58, H, carries 0.365; number 59, H, carries 0.233; number 60, H, carries -0.413; number 61, H, carries 0.421; number 62, H, carries 0.359

=====

Entry 3:
Molecular formula: C22H32BBr6O16S2
Method: DFT, ωB97M-V with the def2-TZVPD basis set

Positions of all 79 atoms, in Å:
1 O -0.805 0.697 2.544
2 C -0.517 -0.053 1.549
3 O -1.363 -0.769 0.840
4 B -0.609 -1.680 -0.028
5 O 0.809 -1.109 -0.080
6 C 0.922 -0.235 0.885
7 O 1.935 0.175 1.392
8 O -1.256 -1.627 -1.367
9 C -1.758 -2.876 -1.643
10 O -2.325 -3.056 -2.726
11 C -1.309 -3.883 -0.497
12 O -0.673 -3.123 0.395
13 O -1.483 -5.120 -0.388
14 Br -2.029 -7.628 3.101
15 C -1.758 -6.055 4.142
16 C -1.832 -4.831 3.190
17 Br -1.112 -3.123 4.028
18 H -0.766 -6.004 4.593
19 H -2.443 -6.023 4.989
20 H -2.808 -4.567 2.783
21 H -1.215 -5.027 2.313
22 Br 4.213 -0.607 3.154
23 C 2.590 -1.662 3.660
24 C 1.611 -0.864 4.472
25 Br 2.137 -0.468 6.371
26 H 3.082 -2.395 4.300
27 H 2.137 -1.971 2.718
28 H 0.781 -1.541 4.675
29 H 1.460 0.056 3.907
30 Br -1.357 -6.200 -4.081
31 C -0.464 -4.596 -4.820
32 C 0.002 -4.820 -6.306
33 Br 1.320 -6.371 -6.519
34 H 0.354 -4.353 -4.141
35 H -1.154 -3.753 -4.799
36 H 0.519 -3.928 -6.660
37 H -0.821 -5.079 -6.972
38 O -5.230 1.797 -2.665
39 S -3.961 2.330 -2.198
40 O -3.120 3.136 -3.135
41 O -4.231 3.145 -0.688
42 C -4.799 2.489 0.358
43 C -5.849 3.301 0.962
44 C -3.029 0.809 -1.619
45 H -4.008 2.018 0.942
46 H -5.344 1.629 -0.031
47 H -5.443 4.104 1.578
48 H -6.622 2.634 1.343
49 H -6.514 3.829 0.278
50 H -2.539 0.326 -2.464
51 H -3.815 0.199 -1.173
52 H -2.190 1.132 -1.002
53 O 0.395 2.001 -5.397
54 S 1.423 1.584 -4.435
55 O 2.501 0.747 -4.945
56 O 2.079 2.867 -3.635
57 C 3.249 2.563 -2.783
58 C 3.234 3.232 -1.385
59 C 0.613 0.608 -2.996
60 H 4.173 2.877 -3.269
61 H 3.513 1.511 -2.670
62 H 2.312 3.080 -0.824
63 H 3.273 4.308 -1.551
64 H 4.139 3.064 -0.800
65 H 0.305 -0.287 -3.535
66 H -0.198 1.262 -2.674
67 H 1.475 0.505 -2.337
68 C 3.289 5.612 3.043
69 C 4.512 5.080 2.838
70 C 4.675 3.654 2.676
71 O 5.754 3.024 2.752
72 C 3.432 2.975 2.438
73 C 2.210 3.521 2.777
74 C 2.036 4.900 3.261
75 O 0.913 5.365 3.721
76 H 3.290 6.678 3.216
77 H 5.300 5.767 2.565
78 H 3.510 2.104 1.804
79 H 1.272 2.993 2.683

Multiplicity: 1
Net charge: -1
DFT total energy (eV): -498697.5348
Orbital gap (eV): 7.452
HOMO (eV): -7.9
Lowest unoccupied orbital energy (eV): -0.439
Maximum force (eV/A): 5.72

Okay, here come the Mulliken numbers, in e, for every atom: number 1, O, carries -0.676; number 2, C, carries 0.722; number 3, O, carries -0.484; number 4, B, carries 1.030; number 5, O, carries -0.416; number 6, C, carries 0.652; number 7, O, carries -0.494; number 8, O, carries -0.251; number 9, C, carries 0.415; number 10, O, carries -0.650; number 11, C, carries 0.537; number 12, O, carries -0.630; number 13, O, carries -0.621; number 14, Br, carries -0.156; number 15, C, carries -0.508; number 16, C, carries -0.561; number 17, Br, carries -0.147; number 18, H, carries 0.353; number 19, H, carries 0.374; number 20, H, carries 0.429; number 21, H, carries 0.269; number 22, Br, carries -0.169; number 23, C, carries -0.436; number 24, C, carries 0.131; number 25, Br, carries -0.189; number 26, H, carries 0.504; number 27, H, carries 0.107; number 28, H, carries -0.261; number 29, H, carries 0.197; number 30, Br, carries -0.111; number 31, C, carries -0.578; number 32, C, carries -0.662; number 33, Br, carries -0.189; number 34, H, carries 0.369; number 35, H, carries 0.336; number 36, H, carries 0.423; number 37, H, carries 0.397; number 38, O, carries -0.603; number 39, S, carries 1.196; number 40, O, carries -0.591; number 41, O, carries -0.343; number 42, C, carries 0.012; number 43, C, carries -1.370; number 44, C, carries -0.962; number 45, H, carries 0.315; number 46, H, carries 0.254; number 47, H, carries 0.306; number 48, H, carries 0.376; number 49, H, carries 0.342; number 50, H, carries 0.422; number 51, H, carries 0.506; number 52, H, carries 0.119; number 53, O, carries -0.600; number 54, S, carries 1.144; number 55, O, carries -0.628; number 56, O, carries -0.354; number 57, C, carries -0.402; number 58, C, carries -1.052; number 59, C, carries -0.640; number 60, H, carries 0.375; number 61, H, carries 0.374; number 62, H, carries 0.277; number 63, H, carries 0.378; number 64, H, carries 0.341; number 65, H, carries 0.344; number 66, H, carries 0.206; number 67, H, carries 0.208; number 68, C, carries -0.342; number 69, C, carries -0.448; number 70, C, carries 0.098; number 71, O, carries -0.579; number 72, C, carries 0.365; number 73, C, carries -0.414; number 74, C, carries 0.023; number 75, O, carries -0.588; number 76, H, carries 0.374; number 77, H, carries 0.376; number 78, H, carries 0.545; number 79, H, carries 0.584